71
Properties=species:S:1:pos:R:3:forces:R:3 method="wB97M-V/def2-TZVPD" spin_multiplicity=4 s_squared=3.75 orbital_gap_ev="9.2 / 9.3" e_lumo_ev="-0.269 / -0.109" mol_weight_g_mol=525.0 de_lowest_kj_mol=0.00
V 1.321090 1.065071 0.593091 1.61 -1.49 -0.39
B -1.146909 0.055491 0.207816 -2.33 0.80 -0.57
F -0.753319 1.346648 -0.282166 0.66 -0.21 0.28
F -1.924425 0.271203 1.352183 0.65 -0.44 -0.14
F -1.878243 -0.559014 -0.778711 0.12 -0.39 0.02
F 0.050692 -0.648546 0.484331 0.37 0.13 0.38
B 2.610127 3.278870 -0.096622 1.99 2.87 -0.38
F 2.396884 4.307885 0.808876 -0.17 -0.51 -0.23
F 3.140510 2.160383 0.623842 -0.64 -0.75 0.45
F 1.421993 2.879935 -0.699664 -0.90 -0.36 -0.16
F 3.547249 3.626214 -1.069521 -0.44 -0.30 0.21
C 3.595726 -0.767827 3.836994 -0.15 0.03 0.73
C 3.890238 -0.181759 2.464463 0.07 -0.10 0.58
C 5.171841 -0.741843 1.873319 -0.89 -0.92 -0.30
O 2.762087 -0.463353 1.614591 -0.57 0.51 -0.83
H 2.633582 -0.430726 4.229534 -0.12 -0.03 -0.33
H 4.292805 -0.467638 4.624903 0.33 0.08 -0.37
H 3.588121 -1.859713 3.831514 -0.05 -0.01 -0.20
H 3.950815 0.902725 2.546254 -0.02 0.02 -0.15
H 5.067585 -1.834826 1.835821 0.11 -0.01 0.34
H 6.014386 -0.520473 2.520003 0.24 0.24 -0.34
H 5.265206 -0.499958 0.813951 0.44 0.68 0.21
H 2.884653 -1.321527 1.154636 -0.25 0.13 0.42
C 0.643260 -3.958712 1.171579 -0.22 1.42 -0.14
C 2.044498 -4.322766 0.707108 -0.73 -0.63 -0.23
C 2.120259 -4.818948 -0.754377 -0.15 1.50 0.55
O 2.892823 -3.177527 0.949052 0.41 -0.94 0.11
H -0.166586 -4.604607 0.840354 0.23 -0.25 -0.05
H 0.433401 -2.951128 0.790507 -0.12 -0.22 -0.41
H 0.527472 -3.762300 2.240180 0.42 -0.59 0.12
H 2.400599 -5.185867 1.279051 0.14 0.29 0.39
H 2.192636 -3.984623 -1.458921 -0.15 0.14 0.18
H 1.163057 -5.299087 -0.945667 0.45 -0.72 -0.33
H 3.048261 -5.370512 -0.880735 -0.36 -0.60 -0.21
H 3.707526 -3.589673 1.262666 0.15 0.55 -0.06
C -5.122487 -0.404294 -2.572590 0.10 0.20 0.98
C -5.339575 0.939806 -1.856323 -0.18 0.20 -0.90
C -6.803993 1.385010 -1.855955 0.07 -0.80 0.53
O -4.888612 0.918341 -0.515330 0.21 -0.54 0.10
H -5.660468 -1.214850 -2.073159 -0.06 0.10 0.06
H -4.053093 -0.607087 -2.468409 -0.02 -0.27 -0.47
H -5.447856 -0.378794 -3.609972 0.20 0.13 -0.10
H -4.722170 1.653910 -2.426598 -0.19 0.18 0.18
H -7.425971 0.483629 -1.828765 -0.09 0.09 -0.34
H -7.054574 1.999691 -2.716045 -0.09 0.01 0.03
H -7.059527 1.869456 -0.913628 0.25 0.47 -0.17
H -4.071728 0.396466 -0.494346 -0.12 0.14 0.14
C 1.216046 -0.715612 -3.354808 -0.98 0.54 0.84
C 2.024537 -0.878451 -2.065824 -0.14 -0.69 -1.55
C 3.400593 -1.452914 -2.397116 -0.11 0.00 0.89
O 2.116746 0.391666 -1.409433 -0.16 -0.20 0.74
H 0.839764 -1.681613 -3.689572 0.61 -0.04 -0.51
H 1.739718 -0.099832 -4.087401 0.10 -0.45 -0.30
H 0.279304 -0.191306 -3.124822 0.17 0.15 0.13
H 1.453969 -1.600555 -1.479781 0.17 0.43 0.65
H 4.036724 -0.697906 -2.858267 -0.05 -0.08 -0.24
H 3.268891 -2.325184 -3.035652 0.12 0.11 -0.22
H 3.905665 -1.805830 -1.493217 0.00 0.11 0.01
H 2.244708 1.057589 -2.100131 -0.04 0.21 0.34
C -2.875268 3.683002 0.144936 -0.11 0.64 -0.73
C -2.683379 3.999183 1.619295 -1.14 -0.75 -0.03
C -4.046005 3.963264 2.328307 0.03 -0.23 0.13
O -1.793089 3.017724 2.136019 0.70 0.42 0.74
H -3.325904 2.695466 0.028695 0.20 -0.13 0.18
H -1.940473 3.730865 -0.413511 0.10 -0.16 0.14
H -3.576267 4.333211 -0.391460 0.06 0.27 0.36
H -2.302345 4.986882 1.879607 0.69 -0.13 -0.59
H -4.314431 2.936712 2.588539 -0.06 0.01 -0.13
H -4.811239 4.366386 1.665126 -0.09 0.03 0.09
H -4.038410 4.547474 3.249773 0.03 -0.05 0.01
H -2.079699 2.127026 1.901585 -0.30 0.16 -0.14

160
Properties=species:S:1:pos:R:3:forces:R:3 method="wB97M-V/def2-TZVPD" smiles="CCOC(=O)C(F)(F)F.CCOC(=O)C(F)(F)F.CCOC(=O)C(F)(F)F.CCOC(=O)C(F)(F)F.CCN(CC)CC.CCN(CC)CC.CCN(CC)CC.CCN(CC)CC.ClCCCl.ClCCCl" spin_multiplicity=1 orbital_gap_ev=8.6 e_lumo_ev=0.451 mol_weight_g_mol=1171.0
C 10.449894 15.697657 14.585955 -1.25 0.06 -0.86
C 11.306999 15.412374 13.340051 -0.80 0.35 0.72
O 11.723349 16.634596 12.651080 -0.60 -0.65 0.54
C 10.930912 17.004169 11.649805 0.75 -0.68 0.52
O 9.963034 16.435367 11.254543 -0.35 0.30 -0.14
C 11.595069 18.206118 10.982622 -0.46 -0.14 -0.61
F 12.901943 17.935156 10.807988 -0.27 0.49 -0.15
F 11.010353 18.391798 9.812501 0.21 0.13 -0.68
F 11.451771 19.335332 11.665896 0.32 0.18 0.50
H 10.772706 16.525030 15.232359 0.01 -0.14 -0.53
H 10.386857 14.813040 15.217216 0.30 -0.19 -0.07
H 9.396935 15.839704 14.229008 0.82 0.35 0.45
H 10.747749 14.772801 12.653901 0.14 0.23 -0.02
H 12.204445 14.912091 13.603996 0.99 -0.25 0.19
C 9.681375 21.809871 13.259178 -1.07 -0.46 0.22
C 9.563836 22.742335 12.074584 -0.62 -1.50 1.26
O 10.530129 22.281147 11.117200 -0.28 2.88 -2.57
C 10.387068 23.200929 10.037322 3.10 -2.66 0.40
O 9.684121 24.137136 9.955322 -0.76 0.50 0.17
C 11.466408 22.867708 8.884979 -1.44 0.42 1.15
F 12.718392 23.136576 9.313594 -0.65 -0.09 -0.48
F 11.382913 21.601386 8.505014 0.36 -0.45 0.13
F 11.136412 23.614095 7.834732 0.65 0.20 0.03
H 9.392992 20.803021 13.016335 -0.12 -0.55 -0.36
H 9.102585 22.034477 14.168001 0.06 0.54 -0.51
H 10.700625 21.774773 13.529093 1.32 0.00 0.44
H 9.818971 23.726568 12.466540 -0.37 0.36 -0.74
H 8.624572 22.607787 11.515119 -0.10 0.83 0.92
C 10.746351 20.971010 19.513311 0.72 0.02 1.42
C 9.264414 20.648205 19.644307 1.33 1.10 0.10
O 8.759445 20.434853 18.342746 -1.13 -0.24 -1.57
C 8.824307 19.245893 17.773778 -0.37 0.78 -0.19
O 9.270873 18.251824 18.236596 0.63 -1.10 0.57
C 8.156690 19.165215 16.372510 -0.57 0.75 -1.85
F 7.786544 20.334284 15.810882 0.39 0.37 0.80
F 8.942279 18.588795 15.452017 0.57 -0.20 0.64
F 7.039296 18.442210 16.396966 -0.19 -0.47 0.85
H 10.969245 21.718687 18.786130 -0.41 0.52 -0.93
H 11.305160 20.078882 19.211443 0.04 0.12 0.34
H 11.179490 21.457455 20.434022 -0.52 -1.03 -0.51
H 8.721061 21.499006 20.019371 -0.25 0.38 -0.01
H 9.067955 19.840084 20.308788 -0.08 -0.96 0.25
C 14.452904 18.826723 13.571489 0.61 -1.95 -1.16
C 13.262422 18.916172 14.454231 -0.59 0.51 -1.14
O 13.277408 20.319767 14.877699 -1.45 -0.33 0.33
C 12.285438 20.711413 15.662843 1.03 1.57 0.48
O 11.476019 20.100674 16.283790 -0.49 -0.85 -0.19
C 12.391999 22.274736 15.856444 0.35 0.80 -0.74
F 11.245717 22.836184 16.318145 0.75 -0.76 -0.91
F 13.336822 22.622622 16.744309 -0.09 -0.44 -0.21
F 12.761955 22.835984 14.654390 -0.82 -0.20 1.25
H 15.358904 18.674423 14.138027 0.41 0.37 0.33
H 14.540953 19.714426 12.933233 -0.08 -0.63 0.19
H 14.393735 17.865740 12.954390 -0.13 1.38 0.50
H 13.291990 18.276608 15.302443 0.05 -0.47 0.86
H 12.356853 18.661631 13.860282 0.32 0.69 0.70
C 16.256606 12.581345 9.548952 0.06 -0.68 2.05
C 15.075014 13.076626 10.404675 0.27 -0.25 -0.97
N 14.089555 13.790428 9.637911 -0.82 0.18 -0.31
C 12.776642 13.941983 10.301241 0.86 -0.35 0.67
C 12.087479 12.598427 10.610656 -0.79 -0.15 -2.15
C 14.552557 15.018198 8.964825 0.72 -0.84 -0.10
C 15.235132 16.040911 9.917802 -1.05 1.13 -1.16
H 15.983662 12.015881 8.676314 -0.23 -0.11 -0.37
H 16.781542 11.916724 10.272351 0.02 0.11 -0.76
H 16.965443 13.359493 9.327820 0.12 0.45 -0.38
H 14.576774 12.222744 10.863085 0.10 -0.04 -0.03
H 15.530352 13.652190 11.208381 -0.08 0.41 0.49
H 12.887821 14.508188 11.256874 -0.16 -0.08 -0.34
H 12.171276 14.533775 9.625211 -0.31 0.05 -0.02
H 12.113563 11.934085 9.709971 0.20 0.59 0.48
H 12.490385 12.014066 11.390468 0.77 -0.35 1.10
H 11.012585 12.668896 10.815067 0.18 0.53 0.11
H 13.640900 15.434645 8.523907 0.34 0.24 -0.01
H 15.226148 14.719768 8.109243 -0.58 0.38 0.86
H 15.049409 17.075298 9.481062 0.18 -1.20 0.69
H 16.315039 15.968591 10.051169 -0.10 -0.43 0.00
H 14.702769 15.944750 10.867649 0.31 0.36 0.13
C 14.685270 25.591242 12.242222 -0.06 0.19 0.72
C 13.190718 25.845956 12.307820 -0.51 -0.73 0.31
N 12.805073 26.545826 13.618605 -0.43 -0.57 -1.88
C 11.396174 26.242802 13.899105 -0.55 -0.35 1.44
C 10.326450 26.606813 12.873401 -0.24 0.62 -0.72
C 13.061587 27.982232 13.407932 0.36 0.06 0.27
C 12.881603 28.900602 14.654981 -1.05 -0.87 -0.80
H 15.251611 26.525388 12.125025 -0.11 -0.21 0.34
H 15.024186 24.957045 11.429451 -0.34 -0.28 -0.13
H 14.879771 25.114606 13.204789 0.72 0.03 -0.14
H 12.896842 26.352696 11.395348 -0.36 0.92 -0.05
H 12.621585 24.884646 12.175389 0.56 0.57 0.79
H 11.337755 25.144371 14.140152 0.12 0.81 -0.47
H 11.079770 26.709242 14.872692 0.58 -0.12 -0.88
H 10.468563 26.148573 11.889423 -0.21 -0.47 0.28
H 9.312682 26.460033 13.258752 0.16 -0.68 -0.07
H 10.245289 27.659463 12.601751 0.61 0.39 0.35
H 12.425062 28.337322 12.570773 0.34 0.14 0.30
H 14.127284 27.983490 13.078557 -0.81 0.56 0.18
H 12.024057 28.652001 15.299729 -0.24 0.20 -0.77
H 12.872467 29.944977 14.378895 -0.34 0.25 -0.25
H 13.652407 28.815753 15.350977 1.84 -0.43 0.90
C 7.213192 25.033773 15.449146 0.30 0.51 0.89
C 8.694420 24.997000 15.853840 -1.13 -0.76 -0.02
N 9.062861 25.836033 16.956322 -0.46 0.73 1.26
C 8.128235 25.768626 18.088777 -0.18 -1.04 0.68
C 8.089167 24.415004 18.891673 0.83 0.45 0.40
C 10.496233 25.698487 17.312979 -2.60 0.61 0.45
C 10.992215 26.991871 17.863674 1.95 1.25 -0.76
H 6.814208 26.031150 15.574232 -0.14 0.41 -0.40
H 6.619909 24.407125 16.104379 -0.09 -0.24 0.21
H 7.048206 24.664594 14.456762 0.09 -0.04 -0.66
H 8.833138 23.947997 16.094032 0.69 -0.65 -0.09
H 9.317300 25.281873 15.027123 0.24 -0.14 -0.44
H 8.283348 26.541571 18.859169 0.23 0.11 -0.71
H 7.127802 25.882418 17.681811 -0.05 0.42 0.10
H 7.380893 24.446726 19.757148 0.64 0.26 -0.62
H 7.747735 23.600787 18.264259 0.13 -0.31 -0.22
H 9.129255 24.194263 19.272303 -1.16 -0.03 -0.22
H 10.916084 25.378916 16.400254 1.22 -0.14 -0.69
H 10.590860 24.927851 18.043932 0.45 -0.92 0.52
H 12.107653 27.008005 17.835414 -0.56 -0.23 0.49
H 10.657624 27.271866 18.867362 -0.07 -0.28 -0.22
H 10.771306 27.813406 17.165037 -0.42 -0.19 0.29
C 17.964513 16.902129 18.349139 -1.35 0.31 -0.71
C 16.539449 17.479110 18.400881 1.42 0.20 0.70
N 16.386555 18.650086 19.283801 -0.94 -1.08 0.34
C 16.581548 18.231096 20.720706 0.47 0.26 -0.36
C 16.606304 19.428389 21.746941 0.35 -0.86 -2.41
C 14.978791 19.043150 19.148819 0.10 0.39 -1.39
C 14.642586 19.815140 17.844914 0.22 -1.29 0.34
H 18.164515 16.345411 19.233776 0.38 -0.54 0.65
H 18.657460 17.748331 18.288301 0.12 -0.44 -0.42
H 17.930540 16.201416 17.485825 0.74 0.56 0.47
H 16.283065 17.732326 17.401503 -0.26 0.73 -0.87
H 15.821901 16.719958 18.656068 -0.47 -0.77 0.47
H 17.526515 17.669454 20.743617 -0.28 0.31 0.19
H 15.784626 17.525678 20.958643 -0.14 -0.25 0.26
H 15.696596 19.534314 22.276654 -0.91 0.00 0.61
H 16.728370 20.288753 21.101304 0.15 0.54 0.15
H 17.437877 19.374926 22.417223 0.43 -0.14 0.42
H 14.224936 18.224308 19.253519 0.67 -0.05 0.02
H 14.835260 19.667356 19.970898 -0.72 1.35 1.30
H 13.702023 20.345860 17.969498 -0.11 -0.15 -0.19
H 15.400755 20.502593 17.553667 0.72 0.88 0.28
H 14.640927 19.132041 16.985853 -0.59 -0.02 0.22
Cl 12.034230 13.347235 19.273243 -0.10 0.55 -0.28
C 11.250443 14.868432 18.719055 -0.25 -0.87 -1.45
C 12.140237 15.990323 18.314224 0.30 0.72 0.77
Cl 12.967336 15.568806 16.787628 0.53 0.30 0.33
H 10.624677 15.206516 19.480898 -0.89 0.43 1.58
H 10.565845 14.661931 17.869339 0.59 -0.32 0.46
H 12.818793 16.345981 19.144236 -0.26 -0.70 -1.19
H 11.460320 16.825170 18.112653 0.20 -0.02 -0.20
Cl 16.218553 19.206801 7.917145 -0.21 0.02 0.43
C 16.138047 19.751044 9.653208 0.67 -0.56 -0.65
C 15.120898 20.814229 9.750007 -1.33 1.01 -0.78
Cl 14.878595 21.472355 11.380065 0.43 0.34 0.31
H 17.103259 20.194175 9.798004 0.58 -0.15 0.52
H 15.958001 18.869808 10.266323 0.06 0.18 0.02
H 14.122566 20.442287 9.505990 0.27 0.11 -0.44
H 15.419593 21.662354 9.095388 -0.48 -0.61 0.41